## i
Computed, not measured: a structure of composition C3H7N3O, with ωB97M-V/def2-TZVPD.

Geometry as ORCA input:
```
! RIJCOSX wB97M-V def2-TZVPD def2/J DEFGRID3
* xyz 0 1
C 0.11247 0.79019 0.38191
N 1.00994 1.58251 1.08248
N 1.06569 -1.48053 0.61818
C -0.69976 1.02911 -0.68408
C -0.03682 -0.66340 0.44685
O -2.23825 -0.48518 -1.47359
N -0.83839 -0.22839 -1.21409
H -2.20226 -1.07713 -2.23618
H 1.59546 2.20319 0.54237
H 1.51414 1.11832 1.82301
H 0.90807 -2.47602 0.61477
H 1.96110 -1.16458 0.27623
H -1.20301 1.91456 -1.05381
H -0.94839 -1.06265 0.87596
*
```

Values from the calculation:
Gap between HOMO and LUMO   0.3015 hartree
HOMO energy   -7.2780 eV

=====

## ii
Computed, not measured: an isolated molecule of C3H7N3O, with ωB97M-V/def2-TZVPD.

Geometry as ORCA input:
```
! RIJCOSX wB97M-V def2-TZVPD def2/J DEFGRID3
* xyz 0 1
H 2.93253 1.29382 -0.39774
N 2.07929 1.25473 0.15562
C 1.09795 1.67731 -0.51903
N -0.21229 1.59467 0.05192
C -0.69230 0.32363 -0.37206
O -0.75044 0.05306 -1.55563
N -0.97465 -0.56725 0.62780
C -0.95753 -1.98342 0.30596
H 1.12278 2.04263 -1.54657
H -0.11644 1.66181 1.06138
H -0.69018 -0.32365 1.56454
H -1.04125 -2.07353 -0.77643
H -1.78505 -2.51137 0.78226
H -0.01242 -2.44244 0.61798
*
```

Values from the calculation:
Gap between HOMO and LUMO   0.4000 hartree
HOMO energy   -9.9095 eV
Structure (SMILES)   [H]/N=C/NC(=O)NC

=====

Stability summary: most stable ii, least stable i.

=====

## i
Computed, not measured: a cluster of 2 separate species, C3H7N3O in total, with ωB97M-V/def2-TZVPD.

Geometry as ORCA input:
```
! RIJCOSX wB97M-V def2-TZVPD def2/J DEFGRID3
* xyz 0 1
C 0.28413 1.40153 -2.39747
C 0.90382 -0.80598 -0.89953
C -0.19329 -0.27800 1.78102
N -1.95308 0.65218 0.74930
N -0.23222 0.08354 -0.72271
N -0.83760 0.10937 0.44087
O 1.28786 1.88461 -2.19630
H 0.81828 -1.60519 -0.29829
H 0.94960 -1.04739 -1.91758
H 1.87726 -0.33522 -0.59280
H 0.83386 -0.33902 1.62261
H -0.64462 0.43555 2.53838
H -0.73381 -1.21488 1.99316
H -2.36019 1.05888 -0.10068
*
```

Values from the calculation:
Gap between HOMO and LUMO   0.3443 hartree
HOMO energy   -8.6783 eV

=====

## ii
Computed, not measured: an isolated molecule of C3H7N3O, with ωB97M-V/def2-TZVPD.

Geometry as ORCA input:
```
! RIJCOSX wB97M-V def2-TZVPD def2/J DEFGRID3
* xyz 0 1
H -3.87401 0.23751 -0.74505
N -2.96678 0.69233 -0.66396
C -2.09513 -0.17315 -0.34900
N -0.76689 0.17950 -0.16519
C 0.14209 -0.80526 0.15293
O -0.18395 -1.98147 0.29157
N 1.45150 -0.52779 0.33356
C 2.17064 0.73131 0.28014
H -2.24905 -1.23912 -0.18710
H -0.51810 1.14823 -0.30941
H 1.75446 -1.48403 0.53661
H 1.71017 1.49335 0.92491
H 2.23345 1.13957 -0.73870
H 3.19156 0.58901 0.63868
*
```

Values from the calculation:
Gap between HOMO and LUMO   0.3860 hartree
HOMO energy   -9.7825 eV
Structure (SMILES)   [H]/N=C/NC(=O)NC

=====

## iii
Computed, not measured: a structure of composition C3H7N3O, with ωB97M-V/def2-TZVPD.

Geometry as ORCA input:
```
! RIJCOSX wB97M-V def2-TZVPD def2/J DEFGRID3
* xyz 0 1
C -0.79534 0.19665 -0.63049
C 0.57611 0.36005 -0.35661
N -1.53531 -0.78151 -0.04378
C 1.87876 0.36984 -0.46348
O -0.01845 -0.22327 -2.29505
N 0.34893 0.87013 1.55792
N -0.29283 0.10397 2.24166
H 0.01756 -1.18914 -2.25709
H -1.32581 1.08411 -0.95977
H -2.45307 -0.49820 0.26826
H -1.06452 -1.32823 0.67648
H -0.17588 0.28620 3.26748
H 2.48376 0.70761 0.36990
H 2.35609 0.04179 -1.37542
*
```

Values from the calculation:
Gap between HOMO and LUMO (spin up / spin down)   0.2981 / 0.2982 hartree
HOMO energy (spin up / spin down)   -7.3293 / -7.3300 eV

=====

## iv
Computed, not measured: a structure of composition C3H7N3O, with ωB97M-V/def2-TZVPD.

Geometry as ORCA input:
```
! RIJCOSX wB97M-V def2-TZVPD def2/J DEFGRID3
* xyz 0 1
C -2.34634 -1.20634 0.09282
N -0.92777 -0.96301 0.25714
C -0.39958 0.24773 -0.11073
O -1.05991 1.19830 -0.46578
N 1.00551 0.27806 0.00797
C 1.76733 1.30298 -0.44914
N 3.06242 1.15497 -0.06591
H -2.86888 -0.26158 0.24474
H -2.68429 -1.93086 0.83870
H -2.59245 -1.57834 -0.90972
H -0.31859 -1.76625 0.29089
H 1.48350 -0.49541 0.46671
H 2.28355 2.13099 0.34172
H 3.59551 1.88876 -0.53940
*
```

Values from the calculation:
Gap between HOMO and LUMO   0.3546 hartree
HOMO energy   -8.7937 eV

=====

Stability summary: most stable ii, least stable iii.

=====

## i
Computed, not measured: a structure of composition C3H7N3O, with ωB97M-V/def2-TZVPD.

Geometry as ORCA input:
```
! RIJCOSX wB97M-V def2-TZVPD def2/J DEFGRID3
* xyz 0 1
C 0.51649 0.78675 0.58563
C 0.56072 1.57352 -0.69718
N -1.87273 -1.55154 -0.26196
C 1.22822 -0.73250 0.61731
N -0.54558 -0.14510 0.76511
N -1.34549 -0.32480 -0.20207
O 1.48764 -1.42936 -0.33687
H 0.74889 1.28944 1.52372
H -1.55680 -2.25239 0.41364
H -2.59352 -1.63651 -0.96014
H 1.67603 -0.87121 1.61390
H -0.35997 2.14374 -0.83236
H 0.64874 0.89152 -1.54535
H 1.40737 2.25845 -0.68337
*
```

Values from the calculation:
Gap between HOMO and LUMO (spin up / spin down)   0.3308 / 0.3309 hartree
HOMO energy (spin up / spin down)   -8.3786 / -8.3788 eV

=====

## ii
Computed, not measured: a cluster of 2 separate species, C3H7N3O in total, with ωB97M-V/def2-TZVPD.

Geometry as ORCA input:
```
! RIJCOSX wB97M-V def2-TZVPD def2/J DEFGRID3
* xyz 0 1
C -0.40458 -0.94028 1.87049
N -1.52897 -0.76315 0.97697
C -1.71988 0.10577 0.15958
N -2.02520 0.89127 -0.75816
C 0.95519 0.26388 -0.89961
O 0.51961 1.03145 -1.89232
N 2.23279 -0.04653 -1.12222
H -0.52821 -0.32407 2.76694
H 0.50846 -0.64541 1.34202
H -0.35066 -1.98680 2.17781
H -0.43608 1.17555 -1.70723
H -2.66809 1.63090 -0.49697
H 2.70438 -0.65032 -0.46986
H 2.74125 0.25774 -1.94743
*
```

Values from the calculation:
Gap between HOMO and LUMO   0.3551 hartree
HOMO energy   -8.6298 eV

=====

Stability summary: most stable ii, least stable i.

=====

## i
Computed, not measured: a cluster of 2 separate species, C3H7N3O in total, with ωB97M-V/def2-TZVPD.

Geometry as ORCA input:
```
! RIJCOSX wB97M-V def2-TZVPD def2/J DEFGRID3
* xyz 0 1
C -0.84455 1.94789 -0.25128
N 0.22122 1.77399 0.70473
C 0.54573 0.80528 1.34993
N 1.04215 -0.08462 2.07015
C 0.21052 -1.18426 -0.53877
O 0.79553 -2.10833 0.21211
N -0.07486 -1.70094 -1.73359
H -1.79058 2.15197 0.26145
H -0.94213 1.03135 -0.84327
H -0.61206 2.79911 -0.89554
H 1.02202 -1.64391 1.05174
H 0.75786 -0.03607 3.04193
H -0.48987 -1.09997 -2.42517
H 0.15902 -2.65151 -2.00443
*
```

Values from the calculation:
Gap between HOMO and LUMO   0.3547 hartree
HOMO energy   -8.6215 eV

=====

## ii
Computed, not measured: an isolated molecule of C3H7N3O, with ωB97M-V/def2-TZVPD.

Geometry as ORCA input:
```
! RIJCOSX wB97M-V def2-TZVPD def2/J DEFGRID3
* xyz 0 1
H -0.54164 2.50470 -0.46111
N -1.26796 2.18249 0.23554
N -1.52790 1.00280 0.21825
N -0.99701 -0.00926 -0.38647
C -1.32577 -1.31049 0.15478
O 0.10207 0.16132 -1.28088
C 1.22698 0.67935 -0.70098
C 1.51433 0.53075 0.56693
H -1.90514 -2.00416 -0.53355
H -0.55524 -2.02747 0.42741
H -1.95393 -1.04716 1.00254
H 1.89852 1.10667 -1.34864
H 2.42290 1.10569 0.82600
H 0.84219 0.06502 1.28772
*
```

Values from the calculation:
Gap between HOMO and LUMO   0.3668 hartree
HOMO energy   -8.9825 eV
Structure (SMILES)   [H]/N=N\N(C)OC=C

=====

## iii
Computed, not measured: an isolated molecule of C3H7N3O, with ωB97M-V/def2-TZVPD.

Geometry as ORCA input:
```
! RIJCOSX wB97M-V def2-TZVPD def2/J DEFGRID3
* xyz 0 1
C -0.24293 -2.05094 0.50256
N 0.20082 -1.14738 -0.26344
C -0.48461 0.13656 -0.21409
N -0.97354 0.50596 -1.52204
C 0.48547 1.24712 0.22500
N 1.67634 0.82409 0.71944
O 0.13558 2.41326 0.16855
H -1.12206 -1.91902 1.15061
H 0.26308 -3.01614 0.54536
H -1.27360 0.10851 0.56838
H -1.22613 1.49175 -1.48642
H -1.79956 -0.03668 -1.76304
H 1.99927 -0.09448 0.44918
H 2.36185 1.53738 0.91994
*
```

Values from the calculation:
Gap between HOMO and LUMO   0.3831 hartree
HOMO energy   -9.4894 eV
Structure (SMILES)   C=N[C@H](N)C(N)=O

=====

## iv
Computed, not measured: an isolated molecule of C3H7N3O, with ωB97M-V/def2-TZVPD.

Geometry as ORCA input:
```
! RIJCOSX wB97M-V def2-TZVPD def2/J DEFGRID3
* xyz 0 1
C 0.90606 -0.03451 -0.82828
C 0.74224 0.02885 0.58624
N 1.54981 0.60162 1.50535
N -0.48147 -0.40945 0.87139
C -1.08315 -0.72188 -0.51735
N -1.91927 0.35024 -0.90769
O -1.35832 -1.87744 -0.79008
H 1.16966 -0.99333 -1.25457
H 1.41807 0.79308 -1.31158
H 2.45280 0.93199 1.21235
H 1.21113 0.83311 2.42547
H -0.75630 -0.86651 1.73504
H -1.45227 1.24353 -0.95805
H -2.39897 0.12068 -1.76824
*
```

Values from the calculation:
Gap between HOMO and LUMO   0.3045 hartree
HOMO energy   -7.6895 eV
Structure (SMILES)   C=C(N)NC(N)=O

=====

Stability summary: most stable iii, least stable ii.